Molecular formula: C35H26Cl3NO2PRuSTe
Method: DFT, wB97M-V/def2-TZVPD

Structure (XYZ):
```
71
C35H26Cl3NO2PRuSTe (wB97M-V/def2-TZVPD)
Ru 0.0954 -0.1690 0.4513
O 2.0142 1.6041 1.6140
N 0.6842 1.9484 1.2271
C 0.6225 3.1772 0.7005
C -0.5268 3.7271 0.1121
C -0.5469 5.1299 -0.1379
C -1.6848 5.7788 -0.5261
C -2.8942 5.0752 -0.6715
C -2.8983 3.7075 -0.4910
C -1.7335 3.0043 -0.1704
P -1.8354 1.2070 -0.0924
C -3.0113 0.9730 1.2916
C -2.6000 1.5065 2.5162
C -3.4230 1.4285 3.6253
C -4.6672 0.8203 3.5232
C -5.0838 0.3001 2.3090
C -4.2613 0.3741 1.1933
C -2.7333 0.6208 -1.5643
C -3.0600 -0.7400 -1.5774
C -3.7359 -1.2858 -2.6560
C -4.0714 -0.4906 -3.7443
C -3.7017 0.8453 -3.7589
C -3.0289 1.4016 -2.6794
H 2.0445 1.7094 2.5748
H 1.4961 3.8131 0.8265
H 0.3654 5.6932 0.0235
H -1.6665 6.8484 -0.6948
H -3.8066 5.5953 -0.9301
H -3.8262 3.1580 -0.6021
H -1.6327 1.9930 2.5801
H -3.0975 1.8358 4.5746
H -5.3105 0.7498 4.3916
H -6.0576 -0.1674 2.2295
H -4.5957 -0.0363 0.2495
H -2.7819 -1.3630 -0.7318
H -3.9973 -2.3371 -2.6497
H -4.6101 -0.9151 -4.5817
H -3.9363 1.4633 -4.6166
H -2.7235 2.4380 -2.7097
Cl -3.2117 -2.8965 6.4958
C -2.6441 -2.6053 4.8844
C -1.4794 -1.8883 4.6833
C -1.0727 -1.6527 3.3872
Cl 0.3695 -0.7435 3.0725
C -1.7650 -2.0899 2.2352
O -1.3422 -1.8753 1.0368
C -2.9416 -2.8265 2.5194
Cl -3.8639 -3.4042 1.1764
C -3.3736 -3.0798 3.8042
H -0.8983 -1.5197 5.5174
H -4.2837 -3.6396 3.9696
Te 2.2305 0.4237 -1.4899
C 4.1763 0.1447 -0.7283
C 5.2514 -0.0991 -1.5399
C 6.4822 -0.1395 -0.8436
C 6.3235 0.0751 0.4907
S 4.6920 0.3745 0.9077
H 5.1495 -0.2739 -2.6020
H 7.4345 -0.3302 -1.3163
H 7.0856 0.0916 1.2543
C 0.4060 -4.0107 -0.3347
C -0.2050 -3.2155 -1.2868
C 0.3042 -1.9538 -1.5758
C 1.4455 -1.4931 -0.9013
C 2.0608 -2.3040 0.0608
C 1.5375 -3.5570 0.3349
H -0.0078 -4.9827 -0.1017
H -1.0905 -3.5618 -1.8029
H -0.1489 -1.3507 -2.3543
H 2.9529 -1.9565 0.5680
H 2.0080 -4.1787 1.0853
```

The charge is 0. Its multiplicity is 6. Its expectation value of S² is 8.79. As for the orbital gap (alpha / beta): 5.396 / 6.707 eV.



Molecular formula: C35H26ClN3O2PPd
Method: DFT, wB97M-V/def2-TZVPD

Structure (XYZ):
```
69
C35H26ClN3O2PPd (wB97M-V/def2-TZVPD)
Pd -0.0104 0.9541 -0.0468
Cl 5.6026 5.7707 0.3011
C 4.5198 4.4450 0.1331
C 5.0348 3.1464 -0.0152
C 4.1844 2.0871 -0.1620
C 2.7691 2.2553 -0.2116
O 2.0374 1.2300 -0.4073
C 2.2570 3.5879 -0.0111
C 0.8696 3.8835 0.0779
N -0.1257 3.0999 -0.2392
C -1.4347 3.5405 -0.1937
C -1.8201 4.8805 -0.2095
C -3.1588 5.2512 -0.1132
C -4.1490 4.3052 -0.0259
C -3.8231 2.9372 -0.0938
C -4.8087 1.9281 -0.1006
C -4.4230 0.6188 -0.2301
C -3.0630 0.3219 -0.3400
N -2.1124 1.2371 -0.3110
C -2.4575 2.5441 -0.1885
C 3.1583 4.6494 0.1581
H 6.1030 2.9933 -0.0047
H 4.5700 1.0824 -0.2652
H 0.6540 4.8644 0.5001
H -1.0757 5.6511 -0.3161
H -3.4117 6.3005 -0.1064
H -5.1848 4.5917 0.0705
H -5.8480 2.2102 -0.0207
H -5.1419 -0.1837 -0.2686
H -2.7487 -0.7032 -0.4668
H 2.7757 5.6498 0.2879
O 0.1103 2.0658 2.4980
N -0.2106 0.7355 2.1483
C 0.5932 -0.1105 2.6736
C 0.4084 -1.5545 2.6027
C 0.4185 -2.2145 3.8368
C 0.1858 -3.5721 3.9196
C -0.0058 -4.3032 2.7579
C 0.0054 -3.6676 1.5317
C 0.1886 -2.2896 1.4297
P 0.2212 -1.5082 -0.2370
C 1.6949 -2.3155 -0.9809
C 2.8416 -1.5559 -1.1933
C 3.9709 -2.1283 -1.7514
C 3.9749 -3.4713 -2.0841
C 2.8362 -4.2326 -1.8725
C 1.6954 -3.6637 -1.3374
C -1.1347 -2.3774 -1.0997
C -1.0896 -2.4116 -2.4930
C -2.1250 -2.9856 -3.2082
C -3.2228 -3.5094 -2.5438
C -3.2847 -3.4596 -1.1612
C -2.2479 -2.8962 -0.4375
H -0.7320 2.5404 2.5723
H 1.3862 0.2547 3.3284
H 0.5672 -1.6365 4.7374
H 0.1502 -4.0558 4.8835
H -0.1701 -5.3674 2.8070
H -0.1533 -4.2501 0.6389
H 2.8344 -0.5080 -0.9388
H 4.8441 -1.5207 -1.9350
H 4.8551 -3.9214 -2.5170
H 2.8332 -5.2786 -2.1366
H 0.8086 -4.2704 -1.2240
H -0.2321 -1.9958 -3.0074
H -2.0781 -3.0273 -4.2850
H -4.0305 -3.9536 -3.1035
H -4.1427 -3.8584 -0.6420
H -2.3063 -2.8539 0.6411
```

The charge is +1. As for the orbital gap: 6.014 eV.



Q: Number 1 is which compound?
A: C35H26Cl3NO2PRuSTe